(1)
{
  "formula": "C37H92N10O8",
  "method": "ωB97M-V/def2-TZVPD",
  "spin_multiplicity": 2,
  "e_lumo_ha": [-0.3579, -0.3579],
  "gap_ev": [2.98, 6.92],
  "total_charge": 5,
  "homo_ev": [-12.7, -16.7],
  "species": ["N", "O", "O", "O", "C", "C", "N", "C", "C", "N", "C", "C", "H", "H", "H", "H", "H", "H", "H", "H", "H", "H", "H", "C", "C", "N", "C", "C", "N", "C", "C", "H", "H", "H", "H", "H", "H", "H", "H", "H", "H", "H", "C", "N", "C", "C", "C", "C", "O", "H", "H", "H", "H", "H", "H", "H", "H", "H", "H", "H", "H", "H", "H", "C", "N", "C", "C", "C", "C", "O", "H", "H", "H", "H", "H", "H", "H", "H", "H", "H", "H", "H", "H", "H", "C", "N", "C", "C", "C", "C", "O", "H", "H", "H", "H", "H", "H", "H", "H", "H", "H", "H", "H", "H", "H", "C", "N", "C", "C", "C", "C", "O", "H", "H", "H", "H", "H", "H", "H", "H", "H", "H", "H", "H", "H", "H", "C", "N", "C", "C", "C", "C", "O", "H", "H", "H", "H", "H", "H", "H", "H", "H", "H", "H", "H", "H", "H"],
  "positions_angstrom": [[0.38167, -0.94670, 0.32151], [-0.63637, -0.32539, 0.08403], [0.49477, -2.08927, -0.15429], [1.36355, -0.34618, 0.74442], [1.21823, -5.99662, 0.11967], [0.49396, -6.38359, 1.37041], [0.74098, -5.49825, 2.49266], [1.03953, -4.15296, 2.51109], [1.31054, -3.70869, 3.80178], [1.18150, -4.81367, 4.65201], [0.80237, -5.90582, 3.84624], [1.29058, -4.81277, 6.00833], [2.22728, -6.40267, 0.19075], [1.34572, -4.92598, -0.04021], [0.89849, -6.32040, -0.87080], [0.78568, -7.39275, 1.66127], [-0.58945, -6.44408, 1.26715], [1.08339, -3.62408, 1.57047], [1.61869, -2.72552, 4.12551], [0.45890, -6.86943, 4.19246], [0.31297, -4.82339, 6.49028], [1.83178, -3.91569, 6.30909], [1.77891, -5.71918, 6.36616], [3.22182, 0.08169, -2.99390], [3.38324, -1.34561, -3.63854], [2.16537, -2.11322, -3.84609], [1.49721, -2.16792, -5.04205], [0.66846, -3.28311, -5.03879], [0.60148, -3.72749, -3.71822], [1.55515, -3.06534, -2.96816], [-0.34750, -4.77518, -3.19126], [4.17440, 0.57868, -2.81036], [2.58579, 0.04428, -2.10951], [2.73012, 0.68393, -3.75786], [3.87170, -2.00875, -2.92458], [4.03884, -1.34409, -4.50934], [1.77168, -1.53449, -5.87262], [0.15662, -3.83979, -5.80985], [1.81342, -3.24788, -1.93551], [0.05481, -5.76436, -2.97271], [-1.19185, -4.81535, -3.87943], [-0.78892, -4.51032, -2.23048], [0.54547, 2.77088, -1.30553], [0.23943, 4.33581, -1.26799], [-0.75912, 4.53567, -0.08945], [1.45167, 5.19478, -1.03719], [-0.38169, 4.83873, -2.57881], [-1.90539, 4.53549, -2.84685], [-2.08184, 3.18797, -3.02311], [1.20292, 2.58383, -2.15457], [-0.32716, 2.12092, -1.37007], [1.12614, 2.51186, -0.42019], [-0.19459, 4.20049, 0.78065], [-1.59474, 3.83950, -0.16132], [-0.96534, 5.60584, -0.07199], [1.13743, 6.23715, -1.09032], [2.11359, 5.01632, -1.88460], [2.03489, 4.84018, -0.18736], [0.23147, 4.45801, -3.39562], [-0.35122, 5.92830, -2.57673], [-2.20585, 4.97486, -3.79804], [-2.48969, 4.98010, -2.04123], [-1.57438, 2.77007, -3.72271], [1.27607, 4.21759, 6.33276], [0.40529, 3.43560, 5.33449], [-1.02973, 3.41733, 5.85788], [0.42473, 4.25791, 4.04829], [1.00783, 1.99576, 5.07406], [0.30806, 1.17889, 3.99483], [0.50744, 1.66045, 2.64747], [1.05162, 5.28385, 6.36102], [2.29370, 4.12311, 5.95381], [1.12870, 3.68948, 7.27482], [-1.66394, 2.79830, 5.22331], [-1.35910, 4.45006, 5.74349], [-1.11070, 3.09626, 6.89637], [-0.26892, 3.73716, 3.38816], [1.42638, 4.21836, 3.62024], [0.07586, 5.28396, 4.16495], [0.97628, 1.56203, 6.07355], [2.04774, 2.11429, 4.76969], [-0.74469, 1.07002, 4.25555], [0.63940, 0.14058, 3.97971], [0.77937, 0.94750, 2.06492], [-5.02758, 3.05596, -1.06733], [-5.18913, 3.24644, 0.46247], [-5.25036, 4.84746, 0.74131], [-6.52603, 2.61915, 0.86944], [-3.99659, 2.74259, 1.35081], [-3.59581, 1.31068, 1.13810], [-3.27733, 0.89645, -0.16017], [-5.78676, 3.66724, -1.55527], [-5.17657, 1.99549, -1.27056], [-3.96894, 3.28736, -1.18496], [-5.91529, 5.30526, 0.00892], [-4.26220, 5.27240, 0.56509], [-5.42842, 4.95470, 1.81131], [-6.40466, 1.55256, 0.68035], [-7.32215, 3.01333, 0.23785], [-6.70148, 2.79048, 1.93150], [-4.11179, 2.91640, 2.42068], [-3.13786, 3.39388, 1.18799], [-4.42308, 0.66435, 1.43134], [-2.69415, 1.05715, 1.69563], [-2.47762, 0.36573, -0.14000], [4.98762, -0.70895, 2.35360], [5.29239, -1.58661, 1.14675], [5.61271, -0.69328, -0.08152], [6.61263, -2.38116, 1.41527], [4.03394, -2.51413, 0.81733], [4.36734, -3.82261, 0.05101], [4.96032, -3.56743, -1.21901], [3.98974, -0.30078, 2.19320], [5.75319, 0.05456, 2.49159], [5.08401, -1.32315, 3.24890], [6.48767, -0.10402, 0.19293], [4.76797, -0.00468, -0.06291], [5.75040, -1.26898, -0.99678], [6.46777, -3.07967, 2.23940], [7.36227, -1.65884, 1.73837], [7.07334, -2.92476, 0.59043], [3.25588, -1.88400, 0.38645], [3.69576, -2.77920, 1.81906], [3.44269, -4.37119, -0.12838], [5.00208, -4.51476, 0.60431], [4.95285, -4.44701, -1.60356], [-4.46591, -0.72474, -2.58032], [-3.33930, -0.93265, -3.62106], [-1.96154, -0.90180, -2.90583], [-3.49617, -2.40882, -4.04058], [-3.41937, 0.19138, -4.70227], [-2.74885, -0.16731, -6.02470], [-1.36749, -0.56819, -5.90895], [-5.43066, -0.81932, -3.07874], [-4.44362, 0.28458, -2.16936], [-4.31003, -1.42683, -1.76126], [-1.16255, -1.29095, -3.53691], [-2.03030, -1.49168, -1.99182], [-1.82646, 0.12591, -2.56868], [-3.40699, -2.99208, -3.12409], [-2.67137, -2.67097, -4.70321], [-4.49505, -2.50806, -4.46541], [-2.92330, 1.04391, -4.23837], [-4.47209, 0.42146, -4.86639], [-2.93775, 0.71682, -6.63359], [-3.38898, -0.97202, -6.38633], [-0.80048, 0.16893, -5.67075]],
  "forces_ev_per_angstrom": [[0.5171, -1.6709, -3.2127], [-2.8013, 1.6708, 0.4228], [0.2022, -0.6819, 1.1484], [1.8901, 0.9838, 2.0620], [1.6081, 0.5818, -0.7927], [-1.4783, -0.9952, -0.4098], [1.1143, 0.6830, 5.1933], [0.3861, 0.2274, 0.2464], [-0.4468, -1.8289, -1.2164], [-1.5175, -1.7223, -7.0912], [0.4370, 2.8376, -1.2021], [0.0802, -0.2497, 3.8814], [0.1942, 0.0689, 0.0140], [-0.2862, 0.1877, 0.3244], [-0.7986, -0.5560, 0.5296], [0.1197, 0.1137, 0.1623], [-0.0727, 0.1921, -0.2905], [-0.0521, 0.3086, 0.1407], [-0.0733, -0.2567, 0.1437], [0.3539, -0.0321, 0.1459], [-0.0971, 0.2561, 0.0177], [0.0499, -0.2707, 0.2452], [0.3233, 0.2095, 0.0108], [-0.4093, -0.8591, -1.3777], [-0.0193, -0.6200, 1.9350], [-0.5590, 0.7153, 0.3945], [-0.8182, -2.1115, -1.1055], [0.2652, 1.4998, 0.6968], [-0.8815, -1.9548, 0.4028], [0.7445, 0.9108, 0.2456], [0.5256, 1.3392, -0.4464], [0.0858, -0.2822, 0.1803], [0.1131, -0.0608, 0.1418], [-0.2124, 0.2906, 0.0700], [0.6435, 0.2837, 0.2268], [-0.4005, 0.1688, -0.2574], [0.0845, -0.2153, -0.0047], [-0.1094, 0.4972, -0.0892], [-0.0432, 0.1171, -0.3320], [0.4780, -0.0459, -0.7474], [0.2629, -0.3749, -0.1642], [0.1694, 0.7839, 0.1906], [0.9170, 1.3419, -0.2387], [-1.9710, -1.5002, 0.4426], [1.7734, -0.3516, -0.7578], [0.4271, -1.0596, -0.9257], [-1.3020, 0.3226, -0.1526], [2.5207, 0.6037, -0.8635], [-1.3596, -2.4961, 1.3968], [-0.1117, 0.1684, -0.1287], [-0.2609, 0.6678, 0.0720], [-0.2152, 0.2300, 0.1760], [-0.0065, 0.3555, 0.1555], [-0.0582, 0.4076, -0.5301], [-0.4147, -0.2251, 0.2453], [0.2045, -0.1223, 0.6197], [-0.0503, 0.1251, -0.1894], [-0.5016, 0.4175, 0.3657], [0.0529, 0.0452, 0.0792], [0.5133, 0.0356, 0.1308], [0.2936, 1.0018, 0.2111], [-0.3446, -0.5555, -0.0381], [0.1942, 0.6771, -0.2337], [0.1087, -1.4048, -0.4816], [0.1018, 0.9469, -0.5373], [0.4225, 0.2803, -0.6329], [-0.4880, -1.1913, -0.1999], [-0.1701, 1.1971, 0.0479], [-0.3110, -0.3709, -0.7788], [-0.4527, 1.0431, 1.5402], [-0.5471, -0.2788, 0.0458], [0.0555, -0.0803, 0.3185], [0.3586, 0.4855, 0.1610], [0.2372, -0.0647, 0.0104], [-0.1452, -0.0895, 0.3490], [0.3429, -0.0049, -0.1229], [0.1956, 0.1409, -0.2253], [-0.0924, 0.0534, 0.1383], [0.1908, -0.1372, 0.5783], [-0.0756, -0.4080, -0.2127], [0.0006, 0.4124, 0.2059], [-0.3348, 0.3180, -0.3050], [0.4679, 0.0288, 0.6532], [0.1939, -0.7380, -0.5071], [0.6942, -0.4660, 2.1201], [-0.3582, 2.0460, 0.9491], [0.7291, -1.9725, -0.3466], [1.1171, -0.0930, -0.0091], [0.3643, 0.4546, -1.2647], [-0.1896, -1.5205, 0.2355], [-0.2408, 0.9390, -1.4205], [0.4202, 0.0986, -0.0366], [-0.0140, 0.2507, -0.0403], [-0.3050, 0.2169, -0.9381], [-0.4350, -0.1712, 0.5960], [0.1415, -0.3466, -0.2031], [-0.6776, 0.1657, -0.3107], [-0.2347, 0.0241, 0.0779], [0.1279, 0.1215, 0.1558], [-0.0875, 0.1046, -0.1690], [-1.1816, -0.1508, -0.0441], [-0.1391, 0.1856, -0.8226], [-0.0261, -0.0286, 0.6587], [-0.3075, 0.4159, 0.9362], [0.4723, -0.2195, 0.1182], [0.4121, -0.8443, -0.5703], [1.3170, -1.0425, -1.5321], [-0.7350, 0.2584, 1.7218], [-0.4658, 0.3120, 0.8566], [1.6191, -0.2259, 0.7846], [-0.0443, 0.8632, -0.2147], [-0.2291, 0.1174, 0.7373], [0.1067, 0.0643, 0.2140], [-0.0988, 0.1194, -0.5295], [-0.4761, -0.1694, -0.0917], [0.1384, -0.2310, -0.2024], [-0.0409, -0.0257, -0.7865], [-0.2120, -0.0496, 0.3071], [-0.2647, 0.0595, -0.0323], [-0.2124, 0.1831, 0.0258], [-0.8407, 0.2317, -0.4767], [0.2446, 0.0450, -0.3517], [-0.1225, -0.2469, -0.0217], [-0.3855, 0.2773, 0.3364], [0.1588, 0.2818, 0.4739], [0.3614, 0.0041, -0.8085], [0.7328, 0.6108, -0.6564], [0.2806, -0.6313, 1.2271], [-1.1865, 0.4755, 0.2940], [-0.0261, 1.2002, -0.2662], [0.6776, -0.9932, 0.7969], [-0.1082, 0.0308, 1.0163], [-1.6640, -0.1766, -0.1435], [0.1482, -0.4643, -0.0218], [0.4913, -0.0934, -0.1728], [-0.1821, -0.0454, -0.2548], [-0.2039, 0.2160, -0.1738], [-0.0778, -0.2111, -0.1648], [0.3098, 0.0421, -0.2414], [-0.1147, 0.0787, -0.0966], [-0.2769, 0.0679, -0.1980], [0.2544, -0.2836, -0.2078], [-0.2279, 0.0120, 0.1965], [0.0253, -0.0852, -0.0174], [0.3616, -0.1023, -0.4589], [0.7938, -0.2980, -0.6834], [-0.0386, 0.2485, -0.1695]]
}



(2)
{
  "formula": "C15H30BFN5O5P",
  "method": "ωB97M-V/def2-TZVPD",
  "e_lumo_ha": 0.0112,
  "gap_ev": 9.58,
  "smiles": "C[C@H](F)OC(=O)N(B(N)O)P(O)O.CCCC#N.CCCC#N.CCCC#N",
  "homo_ev": -9.3,
  "species": ["C", "C", "F", "O", "C", "O", "N", "B", "N", "O", "P", "O", "O", "H", "H", "H", "H", "H", "H", "H", "H", "H", "C", "C", "C", "C", "N", "H", "H", "H", "H", "H", "H", "H", "C", "C", "C", "C", "N", "H", "H", "H", "H", "H", "H", "H", "C", "C", "C", "C", "N", "H", "H", "H", "H", "H", "H", "H"],
  "positions_angstrom": [[1.41243, 1.44931, -0.21123], [0.91098, 0.40991, -1.20366], [0.58106, 1.01715, -2.38200], [-0.18087, -0.33263, -0.66301], [-1.36546, -0.27586, -1.32967], [-1.55569, -0.78950, -2.41796], [-2.39533, 0.35472, -0.59662], [-3.75829, -0.20145, -0.87932], [-4.60775, 0.24572, -1.93294], [-4.23442, -1.18723, -0.02799], [-2.25484, 2.07757, -0.61247], [-3.67912, 2.46602, 0.08417], [-2.46637, 2.54805, -2.18212], [2.44026, 1.24303, 0.05931], [0.74474, 1.54776, 0.63881], [1.40854, 2.41421, -0.70884], [1.70810, -0.30454, -1.37074], [-4.14261, 0.85005, -2.59947], [-4.94477, -0.55631, -2.44903], [-4.88640, -0.83692, 0.57980], [-4.05530, 3.20173, -0.41201], [-1.58112, 2.73651, -2.50551], [6.26842, 2.74414, -0.77885], [6.14622, 2.45827, -2.27137], [4.82691, 1.77045, -2.63921], [4.70074, 0.47988, -1.95800], [4.59827, -0.52658, -1.41787], [6.26179, 1.82302, -0.19478], [7.20418, 3.25953, -0.56479], [5.44849, 3.37537, -0.43108], [6.98314, 1.83452, -2.58953], [6.21693, 3.39532, -2.82581], [4.77223, 1.59753, -3.71384], [3.97817, 2.39489, -2.35546], [-1.48913, -4.29635, -1.54941], [-1.76123, -4.04483, -0.07099], [-0.92230, -4.93747, 0.85021], [-1.21038, -6.35463, 0.61487], [-1.44684, -7.46120, 0.43077], [-1.75145, -5.31511, -1.83828], [-2.08175, -3.61857, -2.16316], [-0.43656, -4.13307, -1.78820], [-2.82119, -4.20297, 0.13336], [-1.54465, -3.00051, 0.16329], [-1.13663, -4.71374, 1.89528], [0.14191, -4.76777, 0.68102], [-1.00278, 1.25960, 5.34768], [-1.90788, 0.93193, 4.16543], [-1.13858, 0.76078, 2.85117], [-0.42927, 1.99127, 2.49853], [0.09355, 2.98970, 2.28738], [-0.48649, 2.20918, 5.20266], [-1.58678, 1.34192, 6.26412], [-0.25185, 0.48117, 5.49508], [-2.65155, 1.72242, 4.05033], [-2.45148, 0.00852, 4.37193], [-1.81998, 0.51368, 2.03557], [-0.40997, -0.04760, 2.93444]],
  "forces_ev_per_angstrom": [[-0.4771, 0.1605, -0.5008], [1.2755, -0.2041, 0.9576], [-0.3624, -0.0433, -0.2884], [-0.5111, 0.8139, -0.2631], [-0.7077, -0.8745, -1.1228], [0.4360, 0.4875, 1.5133], [-0.5599, 0.3173, -0.5291], [-0.7456, -0.1432, -0.0405], [1.1147, -0.2025, -0.3462], [0.5639, 0.0219, 0.0692], [1.9982, 0.3245, 0.9519], [0.0088, -0.4304, -0.6957], [-0.9001, -0.3405, 0.3205], [0.0803, -0.1828, 0.3352], [0.3967, -0.1877, -0.1307], [-0.0348, 0.2222, -0.0622], [-0.0230, -0.2701, -0.5516], [-0.0717, 0.1321, -0.0080], [-0.6989, 0.0472, 0.1495], [-0.3392, -0.1516, 0.0286], [-0.3251, 0.1219, 0.0712], [0.1650, 0.1425, -0.2660], [0.0214, -0.0057, -0.0252], [0.1084, 0.1133, 0.1905], [0.2475, -0.0144, 0.0248], [-0.1704, 0.1631, -0.1550], [-0.0339, -0.1414, 0.1167], [-0.0464, -0.0136, -0.0106], [-0.0103, 0.0257, 0.0057], [-0.0030, -0.0016, 0.0162], [-0.0364, -0.0236, -0.0707], [-0.0553, -0.0365, -0.0754], [-0.0663, -0.0226, -0.0143], [-0.0404, -0.0182, 0.0092], [-0.0540, 0.0234, -0.0006], [-0.0189, 0.0561, -0.2398], [-0.1843, 0.0504, -0.1203], [0.1375, 0.1499, 0.1593], [-0.0585, -0.1687, -0.0575], [0.0367, -0.0337, 0.0569], [0.0537, 0.0388, -0.0130], [-0.0018, 0.0125, -0.0225], [0.0044, 0.0187, 0.0852], [0.0091, -0.0225, 0.0958], [0.0446, -0.0375, 0.0414], [0.0281, -0.0206, 0.0043], [-0.0438, 0.0098, 0.0030], [0.0558, 0.0562, 0.2415], [-0.1153, 0.0387, 0.0027], [-0.2659, 0.0015, 0.4035], [0.0673, 0.1970, 0.0638], [0.0290, -0.0161, -0.0428], [0.0079, -0.0259, 0.0118], [0.0128, 0.0053, 0.0060], [-0.0216, -0.0207, -0.0802], [-0.0071, -0.0253, -0.1055], [0.0681, -0.0588, -0.0605], [0.0191, -0.0140, -0.0365]]
}